Entry from the Open Molecules 2025 dataset: C2H8InO3 as an isolated structure (ωB97M-V with the def2-TZVPD basis set).

Last column: natural (NBO) charge in e.
Element x y z (Å)
In -0.958 -1.501 -1.245  1.653
O -0.908 -0.133 -3.683  -0.949
O -1.052 0.689 0.628  -0.560
O 0.658 -1.416 1.011  -0.511
C -0.086 0.775 1.616  -0.144
C 1.051 -0.128 1.253  -0.151
H -1.616 -0.147 -4.357  0.551
H -1.845 1.197 0.923  0.568
H -0.489 0.409 2.601  0.346
H -0.137 0.274 -4.121  0.546
H 1.439 -2.019 1.103  0.578
H 1.903 -0.129 1.995  0.372
H 0.315 1.791 1.819  0.334
H 1.724 0.338 0.458  0.367

- Net charge: +3
- Lowest unoccupied orbital energy: -19.81 eV
- Energy relative to the best compared isomer or geometry (same formula, charge and spin): 0.853 eV
- Gap between HOMO and LUMO: 4.3 eV
- Largest force on an atom: 1.305 eV/A

Entry from the Open Molecules 2025 dataset: a 2-piece molecular cluster, C2H8N overall (ωB97M-V with the def2-TZVPD basis set).

Last column: natural (NBO) charge in e.
Element x y z (Å)
N 0.043 -0.551 0.046  -0.501
C -1.241 0.234 0.068  -0.440
C 1.276 0.194 -0.004  -0.418
H 1.089 0.997 0.602  0.222
H -1.400 0.829 0.961  0.249
H -0.134 -0.875 0.971  0.431
H 0.143 -1.674 -1.018  0.504
H -2.029 -0.326 -0.144  0.238
H 1.388 0.526 -0.955  0.223
H -1.341 0.934 -0.800  0.239
H 2.207 -0.288 0.272  0.252

- Net charge: +1
- Lowest unoccupied orbital energy: -6.09 eV
- Energy relative to the best compared isomer or geometry (same formula, charge and spin): 3.596 eV
- Gap between HOMO and LUMO: 12.3 eV
- Largest force on an atom: 5.330 eV/A

Entry from the Open Molecules 2025 dataset: C2H8N2 as an isolated structure (ωB97M-V with the def2-TZVPD basis set).

Last column: natural (NBO) charge in e.
Element x y z (Å)
N 0.637 -1.197 -0.824  -0.849
N -0.441 1.220 1.452  -0.639
C -0.749 -0.806 -0.650  -0.473
C 0.641 1.767 1.106  -0.081
H 1.287 1.375 0.301  0.145
H -0.902 0.359 -0.076  0.264
H -0.605 0.066 0.846  0.341
H -1.446 -1.625 -0.416  0.194
H 0.971 -1.724 -0.025  0.358
H 0.960 2.724 1.533  0.155
H -1.132 -0.403 -1.591  0.217
H 0.778 -1.757 -1.657  0.369

- Net charge: 0
- Lowest unoccupied orbital energy: 0.97 eV
- Energy relative to the best compared isomer or geometry (same formula, charge and spin): 3.947 eV
- Gap between HOMO and LUMO: 9.3 eV
- Largest force on an atom: 5.400 eV/A

Entry from the Open Molecules 2025 dataset: a 2-piece molecular cluster, C2H8N2 overall (ωB97M-V with the def2-TZVPD basis set).

Last column: natural (NBO) charge in e.
Element x y z (Å)
N -2.720 -0.488 -1.341  -1.072
N 0.583 1.131 0.444  -0.835
C 2.299 -0.647 0.276  -0.458
C 1.146 -0.144 0.721  -0.012
H 1.181 1.807 0.831  0.368
H 3.061 0.045 0.138  0.184
H -1.973 0.106 -0.860  0.359
H 2.397 -1.642 0.163  0.202
H -3.079 -0.097 -2.161  0.361
H -0.345 1.212 0.810  0.366
H -3.399 -0.583 -0.642  0.351
H 0.849 -0.701 1.620  0.186

- Net charge: 0
- Lowest unoccupied orbital energy: 0.98 eV
- Energy relative to the best compared isomer or geometry (same formula, charge and spin): 2.130 eV
- Gap between HOMO and LUMO: 9.5 eV
- SMILES: C=CN.N
- Largest force on an atom: 3.835 eV/A

Entry from the Open Molecules 2025 dataset: a 2-piece molecular cluster, C2H8N2 overall (ωB97M-V with the def2-TZVPD basis set).

Last column: natural (NBO) charge in e.
Element x y z (Å)
N -1.906 0.038 0.499  -0.416
N 1.966 -0.193 -0.175  -0.441
C -0.766 -0.127 -0.356  -0.341
C 0.660 0.449 -0.394  -0.355
H 0.665 1.022 -1.329  0.224
H 1.019 1.130 0.410  0.246
H -1.212 -0.094 -1.347  0.251
H -0.829 -1.169 -0.061  0.240
H -2.159 1.011 0.725  0.305
H 1.955 -0.982 -0.835  0.291
H 0.079 -0.594 2.620  -0.005
H 0.535 -1.092 2.309  0.000

- Net charge: 0
- Lowest unoccupied orbital energy: -3.20 eV
- Energy relative to the best compared isomer or geometry (same formula, charge and spin): 8.824 eV
- Gap between HOMO and LUMO: 4.8 eV
- Largest force on an atom: 6.598 eV/A

Entry from the Open Molecules 2025 dataset: a 2-piece molecular cluster, C2H8N2 overall (ωB97M-V with the def2-TZVPD basis set).

Last column: natural (NBO) charge in e.
Element x y z (Å)
N 0.472 0.163 0.136  -0.417
N -2.507 -0.025 -0.048  -1.126
C 1.324 0.145 -1.062  -0.458
C 1.058 0.027 1.288  -0.052
H 2.041 1.039 -1.077  0.215
H 2.015 -0.752 -1.181  0.179
H 1.780 -0.740 1.393  0.153
H 0.475 0.334 2.249  0.174
H 0.709 0.088 -1.955  0.213
H -1.655 0.480 0.210  0.400
H -3.346 0.328 0.067  0.352
H -2.367 -1.087 -0.020  0.368

- Net charge: 0
- Lowest unoccupied orbital energy: 0.60 eV
- Energy relative to the best compared isomer or geometry (same formula, charge and spin): 1.984 eV
- Gap between HOMO and LUMO: 9.4 eV
- SMILES: C=NC.N
- Largest force on an atom: 7.387 eV/A

Entry from the Open Molecules 2025 dataset: one molecule with the formula C2H8N2 (ωB97M-V with the def2-TZVPD basis set).

Last column: natural (NBO) charge in e.
Element x y z (Å)
N -1.326 -1.373 0.082  -0.820
N 1.357 1.246 -0.170  -0.836
C 0.026 0.742 0.138  -0.230
C -0.033 -0.750 -0.190  -0.222
H 1.417 2.253 -0.071  0.357
H -2.042 -0.834 -0.393  0.345
H 0.209 -0.907 -1.250  0.195
H 2.037 0.863 0.498  0.350
H -1.530 -1.302 1.082  0.346
H -0.263 0.922 1.179  0.157
H -0.714 1.250 -0.507  0.180
H 0.715 -1.308 0.383  0.179

- Net charge: 0
- Lowest unoccupied orbital energy: 1.13 eV
- Energy relative to the best compared isomer or geometry (same formula, charge and spin): 0.014 eV
- Gap between HOMO and LUMO: 10.4 eV
- SMILES: NCCN
- Largest force on an atom: 0.681 eV/A

Entry from the Open Molecules 2025 dataset: C2H8N2O as an isolated structure (ωB97M-V with the def2-TZVPD basis set).

Last column: natural (NBO) charge in e.
Element x y z (Å)
O -2.006 0.104 -0.509  -0.564
N -0.816 0.827 -0.293  -0.343
N 1.338 1.008 -0.889  -0.713
C 0.419 -1.269 -0.463  -0.694
C 0.384 0.230 -0.603  0.425
H 0.259 0.972 2.266  0.009
H -0.896 1.782 -0.637  0.379
H -2.395 -0.053 0.369  0.472
H 0.202 0.762 3.012  -0.013
H -0.429 -1.710 -0.986  0.241
H 2.240 0.549 -0.993  0.345
H 1.343 -1.665 -0.870  0.224
H 0.356 -1.536 0.596  0.231

- Net charge: 0
- Lowest unoccupied orbital energy: 0.89 eV
- Energy relative to the best compared isomer or geometry (same formula, charge and spin): 3.404 eV
- Gap between HOMO and LUMO: 10.1 eV
- Largest force on an atom: 1.088 eV/A